ORCA calculation (ωB97M-V with the def2-TZVPD basis set) on one molecule with the formula C16H24N2O2S.

Structure (XYZ):
```
45
Properties=species:S:1:pos:R:3:forces:R:3
S 2.00231 2.46168 -0.45247 -0.100 -0.741 -0.004
O -4.47283 1.73784 0.59994 -0.167 0.075 -0.026
O -0.89129 -0.57054 -2.30021 -0.185 0.155 -0.271
N -3.04523 -0.71903 0.55321 -0.148 -0.140 0.088
N -0.56941 -1.66981 -0.34835 0.005 -0.265 0.071
C 0.77861 0.24510 -0.82446 0.086 0.553 -0.134
C 4.79045 -1.34497 1.05040 -0.087 0.071 -0.054
C -1.72360 -2.52180 -0.49318 -0.219 -0.085 -0.007
C -2.82558 -2.15146 0.50900 0.163 0.119 -0.114
C 3.95985 -1.71522 -0.17895 -0.017 -0.164 0.217
C -0.30303 -0.68154 -1.24148 0.178 -0.160 0.272
C -3.88094 1.21213 1.76127 0.028 -0.273 0.321
C -3.81833 -0.31492 1.71454 0.022 0.341 0.016
C 0.65097 1.58470 -1.03016 0.193 0.127 0.117
C 4.37784 -0.02455 1.70106 0.202 0.016 -0.078
C 2.02316 -0.10335 -0.20722 -0.061 0.074 0.067
C 4.13951 1.09114 0.68309 0.115 -0.056 0.155
C 2.79111 0.99429 0.04676 -0.257 0.502 -0.138
C -3.67939 -0.19425 -0.64738 0.023 0.316 -0.041
C -3.75496 1.32712 -0.54138 0.040 -0.250 -0.306
C 2.45546 -1.52325 0.02557 0.265 -0.086 -0.185
H -3.32904 -0.68484 2.61912 -0.038 0.001 0.004
H -4.69697 -0.60565 -0.77200 0.019 0.007 0.001
H 4.70648 -2.13918 1.79624 0.062 -0.042 -0.003
H 4.27288 -1.11848 -1.03700 0.012 -0.023 -0.070
H -1.43347 -3.56596 -0.33523 -0.102 0.060 -0.090
H 1.91569 -2.15747 -0.68054 0.015 -0.010 0.142
H -3.07964 -0.44908 -1.52026 -0.048 -0.010 -0.028
H -0.17470 2.09640 -1.48253 -0.220 0.040 -0.135
H 2.18600 -1.85015 1.03523 -0.079 -0.115 0.007
H -2.85888 1.60708 1.87125 -0.078 -0.034 0.035
H 5.16534 0.28259 2.39224 -0.055 -0.005 0.067
H -0.18728 -1.58564 0.58011 0.056 0.143 -0.087
H -4.27756 1.74684 -1.40181 0.084 -0.030 0.004
H -4.84654 -0.71784 1.67852 0.040 0.005 0.040
H -2.06923 -2.40581 -1.52171 0.044 -0.098 0.112
H -4.49358 1.54756 2.60017 0.087 -0.030 -0.005
H 3.46721 -0.16214 2.28684 -0.013 0.027 0.065
H 5.83976 -1.28738 0.75207 0.051 -0.037 0.057
H -3.74230 -2.71294 0.25571 0.050 -0.005 0.065
H 4.92209 1.06433 -0.08189 0.052 0.063 0.018
H 4.21120 2.06206 1.17911 0.077 -0.019 -0.034
H -2.50802 -2.46036 1.51034 -0.071 -0.035 -0.016
H 4.15728 -2.76136 -0.42293 0.032 0.030 -0.074
H -2.73163 1.72954 -0.50180 -0.053 -0.014 -0.039
```
Positions in Å, forces in eV/Å.

Summary:
* charge: 0
* SMILES string: O=C(NCCN1CCOCC1)c1csc2c1CCCCC2
* E: -34892.2491 eV
* highest occupied orbital energy: -8.6 eV
* HOMO-LUMO gap: 0.3420 hartree
* ΔE to the lowest compared entry with this formula, charge and spin: 1.775 eV

***

ORCA calculation (ωB97M-V with the def2-TZVPD basis set) on one molecule with the formula C16H24N2O3S in a non-equilibrium geometry.

Structure (XYZ):
```
46
Properties=species:S:1:pos:R:3:forces:R:3
S 0.97399 1.25930 -1.22841 -0.411 -0.377 -0.102
O 2.30952 -2.03590 3.48493 0.199 -0.318 0.163
O 0.81577 2.34232 -0.29351 -0.253 -0.041 -0.112
O 2.21785 1.14636 -1.92875 0.040 -0.233 -0.127
N 1.23147 -0.50264 2.25524 0.139 0.164 -0.295
N 0.66693 -0.23596 -0.51085 0.216 0.819 -0.697
C 0.14817 -1.39576 4.27624 -0.018 -0.090 -0.158
C -0.38771 0.37873 -3.42110 0.007 -0.082 -0.159
C -2.19868 -2.18805 4.68608 0.141 0.049 -0.285
C -0.39509 -0.20044 0.46887 -0.403 0.240 0.417
C -0.49569 -3.76407 3.73075 -0.055 0.206 -0.212
C -1.42736 0.39184 -4.33199 0.110 0.043 0.120
C -2.45301 1.32885 -4.22706 0.004 0.057 0.118
C -2.41547 2.25532 -3.19075 0.044 -0.102 -0.082
C -0.97781 -2.31689 3.77742 -0.024 -0.045 0.234
C 1.83478 -0.96713 -0.05888 0.649 0.046 0.132
C -0.37291 1.30874 -2.39921 0.332 0.103 0.443
C 2.31898 -0.44985 1.29613 0.268 -0.334 -0.143
C 1.31880 -1.34856 3.31220 -0.160 0.116 0.384
C -3.56139 1.34939 -5.23296 0.029 0.027 -0.042
C 0.10173 0.29320 1.83781 -0.356 0.069 -0.123
C -1.37662 2.24832 -2.27524 0.100 0.112 0.153
H -0.23334 -0.39230 4.46841 -0.032 0.023 0.034
H -1.25433 -4.40647 3.28848 -0.070 -0.090 -0.019
H 2.60589 -0.83436 -0.81690 0.062 -0.207 0.102
H 0.41628 -3.84573 3.14528 0.104 -0.111 -0.039
H -0.28353 -4.12241 4.73544 0.049 -0.057 0.131
H -2.57821 -1.16809 4.68747 -0.075 0.105 0.047
H -3.20347 2.98850 -3.10108 -0.080 0.065 0.016
H -1.44746 -0.32875 -5.13627 0.010 -0.088 -0.073
H 0.53478 -1.79836 5.21432 0.029 0.065 -0.038
H -2.99398 -2.84834 4.34770 -0.114 -0.064 0.016
H 0.42551 1.33426 1.72437 -0.128 -0.137 0.138
H -1.93995 -2.45905 5.70709 0.021 -0.037 0.150
H -1.17251 0.46470 0.08937 -0.172 -0.100 0.121
H -3.83997 0.33896 -5.52275 -0.069 -0.047 -0.043
H -3.23459 1.87543 -6.13001 -0.046 0.024 -0.086
H -4.43628 1.86096 -4.84063 -0.085 0.014 -0.017
H -0.80198 -1.21408 0.55634 -0.008 0.089 -0.015
H 3.13531 -1.06341 1.68008 -0.076 0.149 -0.086
H 2.64949 0.58881 1.18591 0.035 -0.048 0.044
H -0.70840 0.24628 2.56161 0.029 -0.001 0.003
H 1.56520 -2.02567 0.01294 -0.001 0.072 -0.021
H -1.26717 -2.01444 2.76446 0.013 0.013 0.018
H -1.32464 2.96352 -1.46916 -0.052 0.103 0.081
H 0.41869 -0.33337 -3.48859 0.060 -0.164 -0.091
```
Positions in Å, forces in eV/Å.

Summary:
* charge: 0
* SMILES string: Cc1ccc(S(=O)(=O)N2CCN(C(=O)CC(C)C)CC2)cc1
* E: -36939.8460 eV
* highest occupied orbital energy: -8.8 eV
* HOMO-LUMO gap: 0.3450 hartree
* ΔE to the lowest compared entry with this formula, charge and spin: 1.145 eV

***

ORCA calculation (ωB97M-V with the def2-TZVPD basis set) on C16H24N2O5RuS5 as an isolated structure in a non-equilibrium geometry.

Structure (XYZ):
```
53
Properties=species:S:1:pos:R:3:forces:R:3
Ru 0.01502 0.04033 -0.15257 2.962 1.328 0.886
S -0.14681 2.25255 0.51767 -0.453 0.217 -0.381
S 1.66224 -0.08438 1.44553 -0.516 0.011 -0.166
S -1.98366 0.88679 -1.90406 -0.191 0.077 -0.290
S 0.90028 -2.17506 -0.74316 -0.203 -0.319 -0.364
S 1.78549 0.77345 -1.59734 -0.521 -0.572 0.267
O -3.56641 -1.24355 3.12692 0.193 -0.137 -0.687
O -1.32647 -0.38725 1.33491 -2.272 -1.517 -0.380
O -3.86127 -3.58357 -1.09349 0.366 0.593 0.791
O -1.58680 -1.56544 -1.19400 -2.967 -1.328 2.091
O -5.15016 -3.28535 1.61642 0.994 0.671 -0.479
N -2.80057 3.29241 -1.15254 -0.051 0.047 -0.024
N -2.37886 3.07567 -3.38681 -0.072 0.294 -0.079
C 1.58513 -1.84365 1.86044 0.138 0.279 0.458
C -2.40017 -1.83065 -0.21897 1.513 0.418 -2.464
C 0.77184 2.29769 2.10055 -0.174 0.189 0.048
C 1.14899 2.40861 -2.00710 0.568 0.162 0.388
C -2.34175 -1.17051 1.03801 2.273 1.314 0.491
C 1.93904 -1.77998 -2.20802 -0.243 0.010 -0.146
C 0.84828 0.91181 2.71777 0.422 -0.045 0.227
C -2.39736 2.52437 -2.17283 -0.014 -0.198 0.200
C -3.38036 -1.60548 1.98781 -0.465 -0.203 0.187
C 2.08402 -2.50473 0.59982 0.092 -0.411 -0.321
C -4.19933 -2.67191 1.20352 -0.596 -0.672 0.146
C -3.51698 -2.83695 -0.21153 -0.639 -0.255 -0.111
C -3.31899 4.64122 -1.27343 0.027 0.063 0.000
C 1.49668 -0.47213 -2.89081 0.094 0.004 0.036
C -2.06225 2.36871 -4.61510 0.030 0.003 -0.125
C 0.98791 3.12068 -0.65476 -0.168 0.061 -0.115
H -3.55658 5.00910 -0.27851 0.012 -0.002 -0.040
H -2.97372 2.06736 -5.13174 0.026 -0.012 -0.019
H 2.97625 -1.72646 -1.88105 0.054 0.069 -0.035
H -2.57415 5.31197 -1.71263 -0.058 -0.033 0.033
H 2.11896 -3.58371 0.74037 0.099 -0.004 -0.029
H 3.07748 -2.15243 0.32276 0.035 0.025 0.045
H -4.23317 4.67184 -1.87252 0.009 0.014 -0.002
H 0.56229 -2.12872 2.10575 0.006 0.033 0.019
H 1.84701 -2.60511 -2.91261 -0.015 0.010 0.028
H 0.23162 2.97052 2.76464 0.058 0.017 0.002
H 1.94747 3.22099 -0.14976 0.089 -0.033 -0.058
H 0.22665 2.29452 -2.53100 -0.686 0.018 -0.288
H 0.43561 -0.47465 -3.16502 0.201 -0.054 0.074
H -2.90846 2.80452 -0.28012 0.030 0.008 0.040
H 1.86226 2.96587 -2.61686 0.017 -0.057 0.031
H -0.12916 0.49812 2.95108 0.003 0.014 -0.018
H -1.49569 1.47526 -4.36884 -0.001 0.043 -0.044
H 2.11966 -0.30422 -3.76949 0.002 0.067 0.019
H 1.47382 0.95995 3.61002 -0.031 -0.092 0.018
H -1.47499 3.02197 -5.25986 -0.036 -0.044 -0.012
H 1.75980 2.71557 1.91137 0.056 -0.038 0.058
H 2.25280 -2.07643 2.69089 -0.064 0.068 0.045
H 0.59201 4.12207 -0.82259 -0.006 -0.013 0.037
H -2.80116 3.98760 -3.49452 0.070 -0.088 0.011
```
Positions in Å, forces in eV/Å.

Summary:
* charge: +1
* spin multiplicity: 2
* expectation value of S²: 0.77
* E: -86950.8600 eV
* highest occupied orbital energy (spin up / spin down): -10.4 / -10.3 eV
* HOMO-LUMO gap (spin up / spin down): 0.2841 / 0.2064 hartree
* ΔE to the lowest compared entry with this formula, charge and spin: 1.372 eV